The following is a DFT calculation (ωB97M-V/def2-TZVPD) of a structure of composition C16H34NbO6 at a distorted geometry.

- total energy (Eh) = -1138.1842
- orbital gap (eV) = 7.30

The geometry in ORCA input format:
```
! RIJCOSX wB97M-V def2-TZVPD def2/J DEFGRID3
* xyz -1 1
C 1.076 -0.373 3.169
C 1.023 -1.160 2.260
C 1.143 -1.790 0.905
Nb -0.808 -1.993 -0.251
C -1.224 0.254 -0.242
C 0.093 1.069 -0.220
C -0.065 2.487 -0.806
C 1.334 3.177 -0.724
C 2.152 2.974 -2.029
H 1.176 0.315 3.962
H 1.861 -1.270 0.268
H 1.551 -2.793 1.066
H -1.664 -2.233 1.353
H -2.425 -2.303 -1.072
H 0.002 -1.805 -1.915
H -0.453 -3.797 -0.442
H -1.863 0.548 -1.082
H -1.809 0.483 0.659
H 0.408 1.221 0.810
H 0.854 0.549 -0.806
H -0.337 2.460 -1.862
H -0.743 3.084 -0.196
H 1.883 2.674 0.073
H 1.255 4.238 -0.487
H 2.209 3.940 -2.540
H 3.162 2.621 -1.845
H 1.620 2.310 -2.711
C -1.048 -4.284 4.913
C 0.033 -3.278 5.226
O 0.514 -3.414 6.582
C 1.330 -4.433 6.808
O 1.715 -5.239 6.003
O 1.653 -4.425 8.111
C 2.458 -5.529 8.512
H -1.859 -4.229 5.642
H -1.454 -4.100 3.920
H -0.663 -5.303 4.946
H -0.378 -2.274 5.152
H 0.862 -3.336 4.523
H 3.351 -5.610 7.894
H 1.881 -6.452 8.464
H 2.756 -5.351 9.542
C -1.916 4.978 -7.863
C -0.992 5.156 -6.676
O -1.467 4.453 -5.524
C -1.278 3.128 -5.544
O -0.744 2.507 -6.427
O -1.792 2.623 -4.430
C -1.746 1.191 -4.349
H -2.936 5.263 -7.598
H -1.583 5.590 -8.702
H -1.945 3.938 -8.187
H -0.959 6.207 -6.391
H 0.028 4.850 -6.911
H -0.734 0.822 -4.499
H -2.425 0.755 -5.080
H -2.076 0.910 -3.354
*
```

Here are the natural (NBO) charges for atoms 1 to 4, given in e: -0.361 0.035 -1.040 1.902


The following is a DFT calculation (ωB97M-V/def2-TZVPD) of a structure of composition C4H5NO.

- total energy (Eh) = -285.2403
- relative energy (zero: lowest compared OMol25 entry of this formula, charge and spin) (eV) = 4.743
- orbital gap (eV) = 8.74

The geometry in ORCA input format:
```
! RIJCOSX wB97M-V def2-TZVPD def2/J DEFGRID3
* xyz 0 1
C -0.881 0.116 -0.091
C -0.465 -0.649 -1.333
O 0.605 -1.188 -1.467
C 1.451 0.988 0.430
N 0.989 0.667 1.611
C -0.003 -0.091 1.107
H -0.874 1.179 -0.365
H -1.910 -0.185 0.159
H -1.225 -0.675 -2.141
H 2.540 0.814 0.383
H -0.228 -0.976 1.708
*
```

Here are the natural (NBO) charges for atoms 1 to 4, given in e: -0.585 0.453 -0.510 0.021


The following is a DFT calculation (ωB97M-V/def2-TZVPD) of a cluster of 2 separate species, C3H9NO in total at a distorted geometry.

- total energy (Eh) = -249.6167
- relative energy (zero: lowest compared OMol25 entry of this formula, charge and spin) (eV) = 2.641
- orbital gap (eV) = 9.65

The geometry in ORCA input format:
```
! RIJCOSX wB97M-V def2-TZVPD def2/J DEFGRID3
* xyz 0 1
C 1.454 -1.173 2.341
N 0.404 -0.747 1.398
H 2.336 -1.543 1.837
H 1.160 -1.720 3.203
H 1.760 -0.215 2.803
H -0.321 -0.259 1.888
H 0.247 -1.216 0.533
C -1.317 1.267 -1.169
C -0.675 1.278 -2.331
O -1.302 0.617 -3.384
H -0.912 1.721 -0.247
H -2.209 0.688 -0.910
H 0.387 1.606 -2.633
H -1.012 -0.305 -3.329
*
```

Here are the natural (NBO) charges for atoms 1 to 4, given in e: -0.410 -0.884 0.198 0.173


The following is a DFT calculation (ωB97M-V/def2-TZVPD) of a structure of composition C3H9INS at a distorted geometry.

- total energy (Eh) = -869.9545
- relative energy (zero: lowest compared OMol25 entry of this formula, charge and spin) (eV) = 3.012
- orbital gap (spin up / spin down) (eV) = 8.33 / 8.34

The geometry in ORCA input format:
```
! RIJCOSX wB97M-V def2-TZVPD def2/J DEFGRID3
* xyz 1 1
C -0.255 -1.292 -1.338
C 0.945 0.829 0.453
C -0.657 -0.877 0.117
N 0.168 2.076 0.554
S -0.449 -2.128 1.333
I -2.579 0.088 0.161
H 0.700 -1.773 -1.363
H -0.148 -0.303 -1.815
H -0.999 -1.972 -1.622
H 1.441 0.582 1.389
H 1.578 0.627 -0.330
H -0.959 1.956 0.400
H 0.655 2.951 0.096
H 0.314 2.247 1.580
H 0.246 -3.010 0.386
*
```

Here are the natural (NBO) charges for atoms 1 to 4, given in e: -0.684 -0.271 -0.313 -0.769


The following is a DFT calculation (ωB97M-V/def2-TZVPD) of the molecule C19H17ClN2O3S2 at a distorted geometry.

- total energy (Eh) = -2326.0355
- relative energy (zero: lowest compared OMol25 entry of this formula, charge and spin) (eV) = 0.000
- orbital gap (eV) = 9.12

The geometry in ORCA input format:
```
! RIJCOSX wB97M-V def2-TZVPD def2/J DEFGRID3
* xyz 0 1
C 1.853 -1.959 -2.030
C 0.406 -2.317 -1.931
C -0.054 -3.519 -2.458
C -1.370 -3.921 -2.339
C -2.259 -3.105 -1.659
C -1.843 -1.897 -1.134
C -0.521 -1.491 -1.288
N -0.167 -0.251 -0.722
C 0.501 0.751 -1.331
O 0.936 0.728 -2.461
C 0.662 1.995 -0.434
N 1.380 1.628 0.785
S 0.618 1.020 2.141
O 0.872 1.895 3.244
O -0.732 0.642 1.828
C 1.556 -0.454 2.411
C 2.662 -0.588 3.195
C 3.178 -1.900 3.168
C 2.451 -2.725 2.366
S 1.122 -1.921 1.630
H 2.617 -3.764 2.164
H 4.046 -2.212 3.720
H 3.066 0.224 3.768
H 2.057 2.314 1.079
C -0.665 2.678 -0.174
C -1.733 2.500 -1.045
C -2.942 3.129 -0.807
C -3.097 3.943 0.301
C -2.032 4.135 1.164
C -0.820 3.512 0.926
H -0.001 3.665 1.613
H -2.142 4.772 2.029
H -4.043 4.428 0.491
H -3.766 2.978 -1.489
H -1.619 1.871 -1.916
H 1.310 2.680 -0.995
H -0.645 -0.011 0.146
H -2.536 -1.259 -0.606
Cl -3.904 -3.597 -1.463
H -1.702 -4.859 -2.755
H 0.646 -4.164 -2.969
H 2.217 -1.573 -1.078
H 2.442 -2.826 -2.314
H 1.994 -1.174 -2.773
*
```

Here are the natural (NBO) charges for atoms 1 to 4, given in e: -0.644 -0.037 -0.186 -0.239


The following is a DFT calculation (ωB97M-V/def2-TZVPD) of the molecule C5H11NO2 at a distorted geometry.

- total energy (Eh) = -402.2812
- relative energy (zero: lowest compared OMol25 entry of this formula, charge and spin) (eV) = 2.639
- orbital gap (eV) = 10.24

The geometry in ORCA input format:
```
! RIJCOSX wB97M-V def2-TZVPD def2/J DEFGRID3
* xyz 0 1
C -0.706 -0.569 0.753
C 0.602 0.328 0.912
C 1.280 -0.561 -1.352
C 1.179 0.688 -0.443
C -1.901 0.239 0.254
N 0.127 -1.418 -1.370
O -0.408 -1.698 -0.030
O 0.327 1.503 1.631
H 0.051 1.274 2.527
H -0.652 -0.969 -1.858
H -0.935 -0.987 1.740
H 1.330 -0.300 1.452
H 2.118 -1.166 -0.993
H 1.483 -0.253 -2.380
H 2.173 1.114 -0.309
H 0.546 1.440 -0.919
H -2.142 1.017 0.978
H -2.762 -0.409 0.112
H -1.710 0.728 -0.705
*
```

Here are the natural (NBO) charges for atoms 1 to 4, given in e: 0.071 0.083 -0.245 -0.441


The following is a DFT calculation (ωB97M-V/def2-TZVPD) of a structure of composition C41H29BrN6OP2PdSe2.

- total energy (Eh) = -10171.0775
- relative energy (zero: lowest compared OMol25 entry of this formula, charge and spin) (eV) = 0.069
- orbital gap (eV) = 7.28

The geometry in ORCA input format:
```
! RIJCOSX wB97M-V def2-TZVPD def2/J DEFGRID3
* xyz 0 1
Pd 1.583 1.417 0.216
Se -4.148 -0.262 -4.007
P -3.773 -0.210 -1.950
C -4.829 0.984 -1.086
C -6.194 0.719 -0.980
C -7.049 1.674 -0.457
C -6.552 2.909 -0.061
C -5.199 3.184 -0.186
C -4.336 2.223 -0.693
C -4.068 -1.831 -1.178
C -4.743 -1.990 0.027
C -4.998 -3.259 0.528
C -4.583 -4.377 -0.177
C -3.912 -4.226 -1.385
C -3.658 -2.961 -1.885
C -2.076 0.297 -1.532
C -1.256 0.355 -0.399
N -0.098 0.934 -0.815
N -0.208 1.217 -2.094
N -1.375 0.844 -2.543
P -1.377 0.031 1.343
Se 0.525 0.509 2.230
C -2.682 1.069 2.040
C -3.935 0.571 2.382
C -4.902 1.420 2.899
C -4.617 2.764 3.081
C -3.366 3.264 2.746
C -2.397 2.421 2.229
C -1.751 -1.691 1.678
C -2.151 -2.066 2.959
C -2.262 -3.409 3.278
C -1.955 -4.375 2.329
C -1.544 -4.000 1.058
C -1.441 -2.659 0.728
H -6.589 -0.227 -1.331
H -8.108 1.462 -0.376
H -7.224 3.661 0.333
H -4.811 4.151 0.108
H -3.283 2.449 -0.799
H -5.102 -1.121 0.560
H -5.531 -3.372 1.464
H -4.789 -5.368 0.208
H -3.599 -5.098 -1.945
H -3.175 -2.836 -2.847
H -4.151 -0.481 2.261
H -5.876 1.028 3.160
H -5.371 3.425 3.488
H -3.141 4.312 2.895
H -1.412 2.803 1.987
H -2.360 -1.315 3.711
H -2.573 -3.702 4.272
H -2.033 -5.424 2.583
H -1.305 -4.753 0.319
H -1.112 -2.366 -0.261
Br 9.006 -3.767 1.037
C 8.857 -2.145 0.070
C 7.850 -2.002 -0.872
C 7.740 -0.811 -1.570
C 8.635 0.223 -1.323
C 9.663 0.056 -0.409
C 9.765 -1.127 0.306
N 8.603 1.417 -2.127
N 7.632 2.178 -2.106
C 6.536 1.976 -1.198
C 6.678 1.893 0.163
C 5.571 1.824 1.017
C 4.283 1.831 0.511
O 3.211 1.809 1.272
C 4.129 1.887 -0.909
N 2.844 1.819 -1.392
C 2.638 1.927 -2.683
C 3.696 2.094 -3.597
C 4.983 2.122 -3.151
C 5.239 2.010 -1.763
H 7.158 -2.812 -1.054
H 6.959 -0.679 -2.307
H 10.379 0.854 -0.254
H 10.553 -1.262 1.034
H 7.671 1.895 0.593
H 5.706 1.781 2.089
H 1.608 1.866 -3.006
H 3.462 2.188 -4.648
H 5.813 2.238 -3.835
*
```

Here are the Mulliken charges for atoms 1 to 4, given in e: 0.732 -0.356 0.108 0.457


The following is a DFT calculation (ωB97M-V/def2-TZVPD) of the molecule C3H9N3O4S at a distorted geometry.

- total energy (Eh) = -983.0454
- relative energy (zero: lowest compared OMol25 entry of this formula, charge and spin) (eV) = 1.786
- orbital gap (eV) = 9.78

The geometry in ORCA input format:
```
! RIJCOSX wB97M-V def2-TZVPD def2/J DEFGRID3
* xyz 0 1
C -0.674 0.180 -0.187
C -2.057 -0.249 0.445
C 0.551 0.803 0.522
N 0.811 2.153 0.258
N 1.909 -1.652 0.719
N -3.245 -0.515 -0.331
O -0.983 -1.106 0.362
O -0.592 0.250 -1.500
O 1.786 -0.456 -1.553
O 3.040 0.480 0.382
S 1.927 -0.226 -0.098
H -2.161 0.209 1.466
H 0.614 0.516 1.486
H 1.777 2.468 0.501
H 0.461 2.499 -0.611
H 1.710 -1.380 1.718
H 1.387 -2.363 0.244
H -3.091 -1.448 -0.851
H -3.362 0.173 -1.129
H 0.192 -0.336 -1.841
*
```

Here are the natural (NBO) charges for atoms 1 to 4, given in e: 0.436 0.236 -0.284 -0.832


The following is a DFT calculation (ωB97M-V/def2-TZVPD) of a cluster of 3 separate species, CH8NO2 in total at a distorted geometry.

- total energy (Eh) = -247.9675
- relative energy (zero: lowest compared OMol25 entry of this formula, charge and spin) (eV) = 2.351
- ⟨S²⟩ = 0.753
- orbital gap (spin up / spin down) (eV) = 6.69 / 8.06

The geometry in ORCA input format:
```
! RIJCOSX wB97M-V def2-TZVPD def2/J DEFGRID3
* xyz 0 2
C -0.999 -0.832 -1.830
N -0.702 0.359 -1.548
H -0.059 -1.301 -2.236
H -1.522 -1.745 -1.277
H -0.292 1.143 -2.316
H -0.070 0.469 -0.682
H 0.977 0.708 1.165
H 1.701 1.710 0.306
O 1.028 1.060 0.239
H -0.701 -0.960 2.556
H 0.685 -0.213 3.099
O 0.245 -0.726 2.411
*
```

Here are the natural (NBO) charges for atoms 1 to 4, given in e: -0.185 -0.885 0.088 0.153